Record 1
The following is a quantum chemistry calculation of 10 unconnected molecules or ions with the total composition C30H58O30, from OMol25.

Relative energy (zero: lowest compared OMol25 entry of this formula, charge and spin) in eV: 6.456
SMILES: COC(=O)OC.COC(=O)OC.COC(=O)OC.COC(=O)OC.COC(=O)OC.COC(=O)OC.COC(=O)OC.COC(=O)OC.COC(=O)OC.O=C1OCCO1
Gap between HOMO and LUMO in eV: 10.54
E_tot in Ha: -3434.90426
Net charge: 0
Lowest unoccupied orbital energy in eV: 0.01

Positions of all 118 atoms, in Å:
C: -1.607 -0.687 -0.044
C: -0.930 -0.123 1.087
O: 0.465 -0.060 0.882
C: 0.725 -0.378 -0.438
O: 1.757 -0.325 -1.093
O: -0.521 -0.528 -0.988
H: -2.489 -0.275 -0.535
H: -1.846 -1.739 0.112
H: -1.262 -0.548 2.035
H: -1.182 0.934 1.171
C: -4.467 1.217 7.323
O: -4.668 1.847 6.076
C: -5.651 1.340 5.192
O: -6.336 0.329 5.274
O: -5.696 2.105 4.124
C: -6.728 2.015 3.131
H: -4.135 0.181 7.256
H: -5.398 1.240 7.890
H: -3.664 1.733 7.851
H: -7.667 1.674 3.568
H: -6.425 1.271 2.395
H: -6.793 3.044 2.775
C: 12.181 2.179 2.360
O: 11.580 0.854 2.206
C: 10.334 0.694 2.565
O: 9.544 1.604 2.914
O: 10.072 -0.527 2.179
C: 8.774 -1.102 2.315
H: 11.812 2.777 3.193
H: 12.128 2.696 1.402
H: 13.211 2.161 2.715
H: 8.772 -2.101 2.752
H: 8.156 -1.260 1.431
H: 8.101 -0.549 2.971
C: 1.467 -6.075 2.318
O: 2.023 -5.251 3.336
C: 1.255 -4.556 4.184
O: -0.008 -4.558 4.134
O: 1.979 -3.879 4.990
C: 1.424 -3.216 6.091
H: 0.656 -6.673 2.734
H: 2.253 -6.611 1.786
H: 0.970 -5.469 1.560
H: 2.159 -2.652 6.665
H: 1.101 -3.966 6.814
H: 0.674 -2.481 5.800
C: -6.696 -4.863 0.795
O: -7.077 -4.534 -0.538
C: -6.907 -5.402 -1.618
O: -6.307 -6.458 -1.629
O: -7.490 -4.743 -2.663
C: -7.434 -5.156 -4.044
H: -6.537 -5.899 1.093
H: -7.568 -4.584 1.386
H: -5.987 -4.200 1.292
H: -6.466 -5.559 -4.343
H: -7.820 -4.398 -4.725
H: -8.039 -6.060 -3.976
C: 4.402 4.662 11.927
O: 3.746 4.136 10.775
C: 3.062 4.813 9.877
O: 2.910 6.040 9.797
O: 2.586 3.972 8.999
C: 2.041 4.469 7.729
H: 4.880 3.826 12.437
H: 3.705 5.188 12.579
H: 5.091 5.470 11.679
H: 2.427 3.861 6.911
H: 2.033 5.549 7.586
H: 0.973 4.293 7.602
C: -8.939 1.626 -5.145
O: -10.322 1.391 -4.931
C: -10.996 0.560 -5.810
O: -10.618 0.145 -6.883
O: -12.248 0.370 -5.218
C: -13.372 -0.030 -5.990
H: -8.740 2.598 -4.692
H: -8.582 1.734 -6.169
H: -8.443 0.855 -4.555
H: -13.424 -1.103 -5.804
H: -13.283 0.108 -7.068
H: -14.271 0.418 -5.568
C: -1.905 6.666 0.460
O: -1.065 6.546 -0.688
C: -1.496 5.845 -1.802
O: -2.621 5.240 -1.752
O: -0.709 6.106 -2.738
C: -1.218 5.896 -4.010
H: -1.534 7.401 1.175
H: -1.847 5.749 1.046
H: -2.932 6.784 0.114
H: -0.319 5.959 -4.622
H: -1.823 6.659 -4.500
H: -1.779 4.982 -4.207
C: 13.710 2.817 -4.261
O: 12.313 2.794 -4.095
C: 11.618 3.790 -3.595
O: 11.961 4.897 -3.206
O: 10.272 3.542 -3.769
C: 9.680 2.288 -4.234
H: 14.063 1.786 -4.224
H: 14.217 3.375 -3.473
H: 13.962 3.261 -5.224
H: 9.913 1.362 -3.709
H: 10.165 2.246 -5.210
H: 8.616 2.493 -4.353
C: -1.146 -7.629 -10.700
O: -0.772 -6.518 -9.954
C: -0.756 -6.572 -8.616
O: -1.103 -7.544 -8.002
O: -0.278 -5.419 -8.155
C: -0.045 -5.242 -6.815
H: -1.022 -7.294 -11.730
H: -2.213 -7.792 -10.552
H: -0.499 -8.498 -10.585
H: -0.868 -4.633 -6.441
H: 0.820 -4.579 -6.815
H: 0.244 -6.165 -6.311

Mulliken population analysis, charges in e, atoms 1 to 4: number 1, C, carries -0.22; number 2, C, carries -0.30; number 3, O, carries -0.35; number 4, C, carries 0.73

Record 2
The following is a quantum chemistry calculation of 2 unconnected molecules or ions with the total composition C2H8N3O2, from OMol25.

Relative energy (zero: lowest compared OMol25 entry of this formula, charge and spin) in eV: 7.634
Gap between HOMO and LUMO (alpha / beta) in eV: 7.14 / 10.16
E_tot in Ha: -395.27677
Net charge: +1
Lowest unoccupied orbital energy (alpha / beta) in eV: -6.14 / -4.38

Positions of all 15 atoms, in Å:
C: 0.294 0.444 -0.483
C: -1.750 -0.705 0.274
N: 2.879 -0.230 -0.655
N: -0.369 -0.613 -0.168
N: -0.041 1.696 -0.489
O: 3.079 -0.793 0.501
O: 0.334 -1.811 -0.121
H: -2.289 0.196 -0.008
H: -2.222 -1.565 -0.201
H: -1.785 -0.835 1.356
H: 3.219 0.738 -0.588
H: 0.611 2.389 -0.827
H: -0.959 2.041 -0.217
H: 2.772 -1.728 0.463
H: 0.081 -2.367 -0.878

Mulliken population analysis, charges in e, atoms 1 to 4: number 1, C, carries 0.41; number 2, C, carries -0.86; number 3, N, carries -0.20; number 4, N, carries 0.07

Record 3
The following is a quantum chemistry calculation of a molecular structure, C12H20GaN2O3, from OMol25.

Gap between HOMO and LUMO in eV: 5.01
E_tot in Ha: -2728.99603
Net charge: -1
Lowest unoccupied orbital energy in eV: 0.93

Positions of all 38 atoms, in Å:
C: 1.231 -0.506 -1.214
C: 1.389 -0.876 0.397
N: 2.059 0.223 1.192
C: 1.795 0.126 2.677
C: 1.216 1.549 3.337
Ga: 2.047 3.245 2.496
C: 3.525 0.370 0.856
C: 4.769 -0.501 1.473
O: 3.846 1.292 -0.093
H: 0.319 0.229 -1.428
H: 2.229 -0.099 -1.680
H: 0.967 -1.519 -1.780
H: 1.981 -1.879 0.589
H: 0.294 -1.013 0.839
H: 2.716 -0.177 3.331
H: 0.948 -0.680 2.917
H: 0.027 1.508 3.267
H: 1.498 1.477 4.494
H: 2.329 3.156 0.924
H: 0.949 4.429 2.684
H: 3.439 3.546 3.222
H: 4.850 -0.295 2.642
H: 5.831 -0.208 1.019
H: 4.592 -1.675 1.362
C: -5.111 0.449 -3.142
C: -4.719 -0.656 -3.899
C: -3.841 -1.598 -3.359
C: -3.364 -1.425 -2.053
C: -3.749 -0.313 -1.293
C: -4.625 0.624 -1.845
N: -2.461 -2.426 -1.471
O: -2.128 -3.386 -2.181
O: -2.087 -2.255 -0.301
H: -5.800 1.178 -3.565
H: -5.100 -0.785 -4.910
H: -3.546 -2.454 -3.962
H: -3.382 -0.164 -0.280
H: -4.933 1.490 -1.262

Mulliken population analysis, charges in e, atoms 1 to 4: number 1, C, carries -0.80; number 2, C, carries -0.38; number 3, N, carries 0.41; number 4, C, carries -0.54

Record 4
The following is a quantum chemistry calculation of a molecular structure, C23H48LuNO2P3, from OMol25.

Relative energy (zero: lowest compared OMol25 entry of this formula, charge and spin) in eV: 4.750
Gap between HOMO and LUMO (alpha / beta) in eV: 4.07 / 7.90
E_tot in Ha: -3368.95700
Net charge: +3
Lowest unoccupied orbital energy (alpha / beta) in eV: -11.39 / -8.76

Positions of all 78 atoms, in Å:
Lu: -0.271 0.863 -2.043
P: -0.840 -2.289 2.865
P: -0.683 -1.780 -2.631
P: -0.357 2.221 1.614
H: -1.881 0.687 -4.584
C: -1.361 1.373 -3.936
C: 0.006 1.667 -4.074
H: 0.626 1.157 -4.803
C: -1.658 -3.640 3.741
C: -0.051 -2.807 1.329
C: 0.199 -1.269 3.942
C: -1.189 -2.144 -4.339
C: 0.819 -2.828 -2.413
C: -1.918 -2.746 -1.680
C: -0.830 3.924 1.103
C: 1.106 2.676 2.638
C: -1.572 2.067 3.004
H: -2.069 2.105 -3.528
H: 0.366 2.681 -3.895
H: -0.924 -4.212 4.324
H: -2.153 -4.315 3.023
H: -2.438 -3.200 4.394
H: 0.907 -3.266 1.585
H: 0.189 -1.916 0.708
H: -0.676 -3.556 0.803
H: -0.356 -1.063 4.877
H: 0.466 -0.306 3.467
H: 1.113 -1.829 4.173
H: -0.631 -3.042 -4.624
H: -0.917 -1.319 -5.010
H: -2.259 -2.332 -4.427
H: 0.836 -3.695 -3.087
H: 0.875 -3.147 -1.361
H: 1.715 -2.236 -2.635
H: -1.485 -3.703 -1.350
H: -2.805 -2.903 -2.311
H: -2.223 -2.187 -0.786
H: -0.818 4.627 1.945
H: -1.872 3.918 0.761
H: -0.138 4.310 0.336
H: 0.997 3.668 3.098
H: 2.005 2.674 2.008
H: 1.243 1.946 3.445
H: -1.497 2.945 3.656
H: -1.342 1.161 3.589
H: -2.608 2.003 2.663
C: -3.638 -0.085 0.924
C: -5.009 -0.509 1.004
C: -5.989 0.400 0.641
C: -5.616 1.626 0.025
C: -4.265 1.925 -0.246
C: -3.287 1.051 0.166
O: -2.670 -0.564 1.778
H: -2.153 -1.337 2.053
H: -5.226 -1.516 1.393
H: -7.059 0.161 0.762
H: -6.393 2.344 -0.255
H: -3.940 2.772 -0.848
H: -2.208 1.242 0.010
O: 1.644 1.092 -1.586
C: 2.826 1.106 -1.043
C: 3.082 0.303 0.161
C: 4.120 -0.817 -0.040
C: 5.563 -0.334 -0.217
C: 5.783 0.639 -1.374
C: 5.128 2.000 -1.130
N: 3.710 1.922 -1.569
H: 3.428 1.000 0.941
H: 2.132 -0.141 0.490
H: 4.136 -1.438 0.865
H: 3.834 -1.462 -0.889
H: 5.934 0.110 0.727
H: 6.203 -1.193 -0.443
H: 6.850 0.860 -1.474
H: 5.426 0.224 -2.336
H: 5.119 2.321 -0.066
H: 5.579 2.778 -1.757
H: 3.305 2.580 -2.242

Mulliken population analysis, charges in e, atoms 1 to 4: number 1, Lu, carries 1.27; number 2, P, carries 0.48; number 3, P, carries 0.92; number 4, P, carries 0.92

Record 5
The following is a quantum chemistry calculation of a molecular structure, C21H30ClN3O4PSTeTi, from OMol25.

Relative energy (zero: lowest compared OMol25 entry of this formula, charge and spin) in eV: 1.280
<S²>: 0.783
Spin multiplicity: 2
Gap between HOMO and LUMO (alpha / beta) in eV: 6.33 / 6.49
E_tot in Ha: -3600.80633
Net charge: 0
Lowest unoccupied orbital energy (alpha / beta) in eV: -0.42 / -0.85

Positions of all 63 atoms, in Å:
Ti: -0.264 0.831 -0.226
C: -1.464 -0.811 3.563
C: -0.676 -0.199 2.467
N: -1.197 0.399 1.421
N: -2.552 0.491 1.162
C: -2.741 1.320 0.167
O: -1.750 2.025 -0.348
C: -4.100 1.449 -0.399
C: -5.170 0.737 0.140
C: -6.427 0.847 -0.431
C: -6.619 1.656 -1.548
C: -5.551 2.363 -2.085
C: -4.291 2.258 -1.512
C: 0.762 -0.136 2.401
C: 1.601 -0.536 3.440
C: 2.943 -0.241 3.378
C: 3.436 0.434 2.260
C: 2.573 0.720 1.233
N: 1.260 0.444 1.268
H: -2.521 -0.751 3.312
H: -1.293 -0.296 4.513
H: -1.199 -1.864 3.680
H: -4.993 0.100 0.997
H: -7.260 0.296 -0.012
H: -7.600 1.731 -2.001
H: -5.701 2.994 -2.954
H: -3.445 2.796 -1.919
H: 1.172 -1.045 4.295
H: 3.607 -0.518 4.189
H: 4.477 0.718 2.183
H: 2.936 1.199 0.335
Cl: 1.018 3.004 -0.586
C: 1.150 1.504 -1.644
H: 2.208 1.317 -1.798
H: 0.693 1.780 -2.589
C: -2.519 -0.204 -4.166
C: -3.054 -1.253 -3.224
O: -2.000 -2.150 -2.783
P: -1.240 -1.885 -1.414
O: -1.098 -0.306 -1.382
Te: -2.168 -3.032 0.359
O: 0.215 -2.409 -1.731
C: 0.845 -2.127 -3.013
C: 0.732 -3.325 -3.926
H: -3.350 0.379 -4.573
H: -1.983 -0.673 -4.994
H: -1.844 0.475 -3.647
H: -3.785 -1.886 -3.720
H: -3.538 -0.795 -2.361
H: 1.883 -1.911 -2.777
H: 0.392 -1.242 -3.456
H: 1.266 -4.176 -3.503
H: 1.161 -3.085 -4.902
H: -0.313 -3.599 -4.064
C: 4.600 -2.394 0.500
S: 2.958 -2.218 -0.208
C: 2.074 -3.402 0.826
H: 4.922 -3.435 0.463
H: 4.614 -2.037 1.532
H: 5.280 -1.789 -0.099
H: 2.162 -3.124 1.878
H: 2.467 -4.407 0.671
H: 1.027 -3.372 0.528

Mulliken population analysis, charges in e, atoms 1 to 4: number 1, Ti, carries -0.01; number 2, C, carries -1.69; number 3, C, carries 0.11; number 4, N, carries 1.00

Record 6
The following is a quantum chemistry calculation of 3 unconnected molecules or ions with the total composition C2H10N2O2, from OMol25.

Relative energy (zero: lowest compared OMol25 entry of this formula, charge and spin) in eV: 1.035
SMILES: N/C=C/N.O.O
Gap between HOMO and LUMO in eV: 7.97
E_tot in Ha: -342.15582
Net charge: 0
Lowest unoccupied orbital energy in eV: 0.68

Positions of all 16 atoms, in Å:
C: 0.642 -1.055 1.264
C: 1.283 -0.065 0.617
N: 0.730 1.186 0.473
N: 1.105 -2.353 1.554
H: -0.164 -0.699 1.914
H: 2.232 -0.316 0.167
H: -0.017 1.508 1.057
H: 1.016 1.875 -0.188
H: 1.422 -2.891 0.753
H: 0.375 -2.937 1.932
H: -1.905 2.873 -1.473
H: -1.204 1.628 -1.999
O: -1.282 2.585 -2.148
H: -2.179 -0.309 -1.571
H: -0.831 -0.653 -0.758
O: -1.222 -0.377 -1.594

Mulliken population analysis, charges in e, atoms 1 to 4: number 1, C, carries -0.27; number 2, C, carries -0.15; number 3, N, carries -0.35; number 4, N, carries -0.65